Density functional theory data (the ωB97M-V functional and the def2-TZVPD basis) for a structure of composition C7H9CdF3O9S in a non-equilibrium geometry.

Computed properties:
Charge   -2

CARTESIAN COORDINATES (ANGSTROEM)
Cd (-0.05, -0.60, -0.56)
C (-3.03, -1.25, 1.90)
C (-2.01, -1.29, 0.70)
O (-2.20, -0.53, -0.30)
O (-0.90, -1.89, 0.85)
H (-3.13, -0.22, 2.22)
H (-2.80, -1.90, 2.75)
H (-4.02, -1.41, 1.48)
C (1.56, -3.05, -3.44)
C (1.03, -2.09, -2.39)
O (1.69, -1.70, -1.38)
O (-0.14, -1.65, -2.48)
H (1.60, -4.11, -3.18)
H (2.60, -2.84, -3.73)
H (0.94, -3.04, -4.33)
C (-1.17, 3.40, -0.93)
C (-0.37, 2.50, -1.90)
O (-0.02, 1.31, -1.52)
O (0.15, 3.02, -2.94)
H (-1.18, 4.43, -1.28)
H (-0.77, 3.38, 0.09)
H (-2.19, 3.01, -0.97)
C (1.33, 1.04, 3.50)
F (1.09, 0.01, 4.30)
F (0.23, 1.79, 3.21)
F (2.19, 1.75, 4.14)
S (2.26, 0.55, 1.82)
O (3.25, -0.51, 2.19)
O (1.24, 0.11, 0.87)
O (2.82, 1.79, 1.33)

Density functional theory data (the ωB97M-V functional and the def2-TZVPD basis) for a cluster of 3 separate species, C19H44BNO9 in total in a non-equilibrium geometry.

Computed properties:
SMILES   CCCN[C@H](OC=O)B(O)CC.COCCOCCOC.COCCOCCOC

CARTESIAN COORDINATES (ANGSTROEM)
C (-2.05, 1.68, 0.89)
C (-0.77, 2.50, 0.77)
C (-0.44, 2.91, -0.66)
N (-0.42, 1.84, -1.63)
C (0.78, 1.03, -1.62)
O (1.25, 0.78, -2.99)
C (0.32, 0.37, -3.87)
O (0.39, -0.68, -4.36)
B (0.60, -0.38, -0.91)
O (-0.59, -1.01, -1.16)
C (1.65, -1.10, 0.02)
C (2.89, -0.27, 0.39)
H (-2.82, 2.15, 0.28)
H (-2.43, 1.63, 1.90)
H (-1.87, 0.69, 0.50)
H (-0.88, 3.41, 1.35)
H (0.03, 1.95, 1.25)
H (0.53, 3.40, -0.63)
H (-1.14, 3.68, -0.94)
H (-1.26, 1.27, -1.58)
H (1.57, 1.60, -1.17)
H (-0.48, 1.04, -4.17)
H (-0.44, -1.96, -1.26)
H (1.15, -1.37, 0.95)
H (1.96, -2.01, -0.48)
H (2.71, 0.38, 1.23)
H (3.32, 0.26, -0.44)
H (3.66, -0.96, 0.72)
C (4.77, -7.37, -5.85)
O (3.45, -6.86, -5.91)
C (2.57, -7.42, -4.95)
C (1.60, -6.39, -4.41)
O (2.17, -5.42, -3.54)
C (3.06, -4.45, -4.08)
C (2.40, -3.40, -4.95)
O (1.98, -3.94, -6.19)
C (0.73, -3.45, -6.63)
H (4.82, -8.37, -6.29)
H (5.41, -6.70, -6.41)
H (5.13, -7.41, -4.81)
H (3.13, -7.86, -4.12)
H (2.00, -8.21, -5.45)
H (0.88, -6.93, -3.79)
H (1.04, -5.91, -5.21)
H (3.90, -4.91, -4.58)
H (3.46, -3.93, -3.20)
H (3.13, -2.60, -5.15)
H (1.55, -2.96, -4.41)
H (0.00, -3.45, -5.82)
H (0.38, -4.11, -7.42)
H (0.83, -2.43, -7.03)
C (-0.61, 2.60, 5.08)
O (-1.95, 3.06, 5.15)
C (-2.73, 2.40, 6.13)
C (-3.69, 3.36, 6.81)
O (-3.09, 4.28, 7.70)
C (-2.28, 5.32, 7.17)
C (-3.04, 6.40, 6.42)
O (-3.52, 5.93, 5.17)
C (-4.82, 6.40, 4.85)
H (-0.57, 1.63, 4.56)
H (-0.04, 3.33, 4.52)
H (-0.17, 2.50, 6.08)
H (-2.10, 1.93, 6.89)
H (-3.32, 1.62, 5.63)
H (-4.35, 2.75, 7.44)
H (-4.33, 3.86, 6.09)
H (-1.46, 4.92, 6.57)
H (-1.83, 5.80, 8.04)
H (-2.35, 7.23, 6.22)
H (-3.85, 6.77, 7.04)
H (-5.50, 6.32, 5.70)
H (-5.21, 5.78, 4.04)
H (-4.78, 7.44, 4.51)

Density functional theory data (the ωB97M-V functional and the def2-TZVPD basis) for a cluster of 2 separate species, C5H7NO in total in a non-equilibrium geometry.

Computed properties:
SMILES   c1ccncc1.O

CARTESIAN COORDINATES (ANGSTROEM)
O (-0.20, -3.83, 0.60)
H (0.28, -3.66, -0.24)
H (-0.01, -4.77, 0.82)
N (0.95, 0.14, -0.97)
C (0.14, -0.32, -0.03)
C (0.97, 1.49, -1.18)
C (-0.76, 0.42, 0.69)
C (0.09, 2.36, -0.47)
C (-0.81, 1.83, 0.50)
H (0.34, -1.36, 0.26)
H (1.66, 1.89, -1.94)
H (-1.34, -0.03, 1.50)
H (0.11, 3.43, -0.72)
H (-1.41, 2.43, 1.19)

Density functional theory data (the ωB97M-V functional and the def2-TZVPD basis) for a structure of composition C20H22MgN2 in a non-equilibrium geometry.

CARTESIAN COORDINATES (ANGSTROEM)
C (0.81, -1.08, -2.37)
C (0.14, 2.34, -2.40)
C (-0.66, -1.02, -2.26)
H (1.12, -1.98, -2.98)
C (-1.18, 2.27, -2.18)
H (0.74, 3.10, -1.84)
H (-1.15, -1.96, -1.98)
H (-1.62, 2.98, -1.46)
C (-1.55, -0.19, -3.12)
H (-2.48, -0.79, -3.24)
H (-1.15, -0.05, -4.13)
C (1.61, 0.13, -2.94)
H (2.08, -0.19, -3.91)
H (2.48, 0.37, -2.30)
C (0.94, 1.46, -3.34)
H (0.28, 1.27, -4.20)
H (1.75, 2.09, -3.73)
C (-2.10, 1.15, -2.60)
H (-2.82, 1.51, -3.36)
H (-2.73, 1.00, -1.71)
Mg (0.18, -0.93, -0.09)
H (1.35, -1.43, -1.37)
C (-1.71, 3.10, 3.68)
C (-2.21, 2.89, 2.38)
C (-1.96, 1.70, 1.72)
C (-1.21, 0.67, 2.36)
C (-0.82, 0.85, 3.71)
C (-0.99, 2.09, 4.33)
N (-0.76, -0.41, 1.64)
N (-0.51, -1.52, 2.38)
C (0.73, -2.07, 2.13)
C (1.03, -3.35, 2.74)
C (2.23, -4.00, 2.46)
C (3.13, -3.41, 1.57)
C (2.86, -2.15, 0.98)
C (1.67, -1.54, 1.25)
H (-1.85, 4.07, 4.18)
H (-2.79, 3.67, 1.89)
H (-2.32, 1.49, 0.70)
H (-0.30, 0.03, 4.23)
H (-0.56, 2.25, 5.33)
H (0.25, -3.82, 3.33)
H (2.46, -4.98, 2.92)
H (4.05, -3.94, 1.31)
H (3.56, -1.69, 0.29)

Density functional theory data (the ωB97M-V functional and the def2-TZVPD basis) for the molecule C2H3N3O2 in a non-equilibrium geometry.

Computed properties:
SMILES   [H]/N=c1\ncn(O)o1

CARTESIAN COORDINATES (ANGSTROEM)
C (0.48, 1.17, 0.05)
C (-1.19, -0.21, -0.04)
H (2.89, -0.64, 0.39)
H (1.06, 2.01, -0.05)
H (-2.86, 0.34, 0.07)
N (1.05, -0.10, 0.40)
N (-0.84, 1.22, -0.07)
N (-2.29, -0.66, -0.09)
O (2.15, -0.37, -0.36)
O (0.07, -0.96, 0.09)

Density functional theory data (the ωB97M-V functional and the def2-TZVPD basis) for the molecule C6H9ClO in a non-equilibrium geometry.

Computed properties:
SMILES   CC(=O)[C@@]1(C)C[C@H]1Cl

CARTESIAN COORDINATES (ANGSTROEM)
C (-0.10, 1.18, -0.21)
C (-0.29, -1.29, 0.84)
C (-1.38, -1.06, -0.23)
C (-0.13, -0.31, -0.38)
C (0.50, 1.72, 1.16)
C (0.97, -0.53, -1.45)
O (-0.51, 1.84, -1.09)
Cl (-2.88, -0.26, 0.38)
H (-0.53, -0.75, 1.73)
H (0.43, -2.06, 0.90)
H (-1.59, -1.91, -0.91)
H (-0.05, 1.39, 1.93)
H (0.73, 2.81, 1.06)
H (1.39, 1.08, 1.12)
H (0.95, -1.61, -1.73)
H (1.86, -0.34, -0.83)
H (0.64, 0.11, -2.29)

Density functional theory data (the ωB97M-V functional and the def2-TZVPD basis) for a structure of composition C9H21N2O7SZr in a non-equilibrium geometry.

Computed properties:
Charge   +3

CARTESIAN COORDINATES (ANGSTROEM)
Zr (-1.36, 2.12, 1.46)
C (-2.01, -0.72, -0.39)
O (-1.92, 0.44, 0.40)
H (-1.05, -0.74, -0.96)
H (-2.05, -1.63, 0.20)
H (-2.71, -0.58, -1.22)
C (1.43, -0.55, 3.33)
C (-0.07, -0.43, 3.33)
O (-0.66, 0.64, 2.89)
N (-0.77, -1.39, 3.87)
C (-2.25, -1.34, 3.95)
H (1.64, -1.41, 2.68)
H (1.76, -0.96, 4.28)
H (1.92, 0.31, 2.90)
H (-0.32, -2.24, 4.17)
H (-2.55, -0.66, 4.75)
H (-2.58, -2.35, 4.19)
H (-2.65, -1.04, 2.99)
C (-1.60, 5.36, -1.71)
C (-1.35, 3.88, -1.69)
O (-1.23, 3.18, -0.62)
N (-1.13, 3.33, -2.86)
C (-0.59, 2.00, -3.08)
H (-0.68, 5.96, -1.65)
H (-2.27, 5.69, -0.92)
H (-2.03, 5.71, -2.65)
H (-1.12, 3.96, -3.65)
H (0.36, 1.82, -2.57)
H (-0.32, 1.88, -4.13)
H (-1.35, 1.29, -2.76)
C (2.85, -1.72, -1.51)
C (2.13, -2.50, -0.42)
O (2.60, -3.82, -0.48)
S (3.02, -4.22, -2.00)
O (1.88, -4.81, -2.62)
O (4.27, -4.90, -2.04)
O (3.15, -2.67, -2.52)
H (3.83, -1.37, -1.17)
H (2.31, -0.89, -1.95)
H (1.03, -2.47, -0.42)
H (2.42, -2.18, 0.58)

no.,calculated total energy (eV),E_LUMO (eV),gap between HOMO and LUMO (eV)
1,-49387.363,5.38,7.6
2,-41007.382,0.50,9.4
3,-8835.493,0.88,10.4
4,-29516.216,-1.89,4.5
5,-10683.002,0.16,9.8
6,-20936.050,0.87,10.4
7,-39070.435,-14.49,2.5